Record 1
The following is a quantum chemistry calculation of a cluster of 2 separate species, C3H8NS in total, from the Open Molecules 2025 dataset.

Last column: Löwdin charge in e.
Geometry (Å):
S: 1.172 1.465 -0.523  -0.16
N: -1.851 -2.071 0.232  -0.14
C: 2.797 1.543 0.458  -0.72
C: -2.090 -1.322 -0.960  -0.39
C: -1.615 -1.459 1.309  -0.43
H: 2.589 2.007 1.418  -0.04
H: 3.417 2.223 -0.125  -0.05
H: -1.434 -1.969 2.250  -0.07
H: 3.131 0.514 0.526  -0.04
H: -3.033 -1.631 -1.462  -0.03
H: -2.001 -0.241 -0.813  0.04
H: -1.612 -0.363 1.413  0.01
H: -1.355 -1.645 -1.704  0.05

Properties
HOMO level (spin up / spin down): 4.153 / 0.373 eV
charge: -2
2S+1: 2
electronic energy: -571.867647 hartree



Record 2
The following is a quantum chemistry calculation of a cluster of 10 separate species, H19O10 in total, from the Open Molecules 2025 dataset.

Last column: Löwdin charge in e.
Geometry (Å):
O: -2.972 2.353 -0.576  -0.04
O: -3.549 -0.882 -0.403  -0.24
O: 1.057 -1.288 1.595  -0.10
O: 1.931 1.487 2.192  -0.06
O: 1.794 1.357 -0.733  -0.08
O: -0.698 1.296 0.554  -0.12
O: 1.607 2.296 -3.288  -0.10
O: -0.295 -3.896 1.882  -0.05
O: 2.453 -1.615 -1.043  -0.04
O: -1.115 -1.233 -0.002  -0.34
H: 2.697 -2.105 -0.252  0.03
H: 0.578 -1.424 0.743  0.00
H: -2.451 -1.013 -0.260  -0.03
H: -0.686 -4.257 1.123  -0.01
H: 1.983 2.007 -0.043  0.04
H: 1.790 1.693 -2.535  0.00
H: -1.010 0.537 -0.020  0.01
H: -0.069 -2.967 1.752  -0.02
H: 1.437 0.670 -0.162  0.00
H: 0.361 -0.856 2.103  0.05
H: -3.884 2.353 -0.280  0.06
H: -2.816 2.710 -1.451  0.06
H: 1.265 3.031 -2.793  0.00
H: 1.908 0.564 1.975  -0.02
H: -0.991 -1.911 -0.675  -0.02
H: 1.015 1.763 2.310  0.03
H: -3.391 -0.016 -0.783  -0.06
H: -1.317 1.904 0.088  0.00
H: 1.979 -2.225 -1.616  0.04

Properties
HOMO level: -5.498 eV
charge: -1
electronic energy: -763.834152 hartree



Record 3
The following is a quantum chemistry calculation of a structure of composition CHBr2O2P, from the Open Molecules 2025 dataset.

Last column: Löwdin charge in e.
Geometry (Å):
Br: -0.558 -3.466 -2.504  0.24
Br: 1.889 -3.034 -0.046  0.22
P: 0.866 -2.002 -1.679  0.18
O: -2.305 0.659 -0.831  0.05
O: -0.952 -0.958 -0.797  -0.29
C: -1.206 0.298 -1.126  -0.52
H: -0.529 0.993 -1.584  0.11

Properties
HOMO level (spin up / spin down): -9.761 / -9.760 eV
electronic energy: -5678.553735 hartree



Record 4
The following is a quantum chemistry calculation of a cluster of 12 separate species, C25H21Cl33F9N3O5 in total, from the Open Molecules 2025 dataset.

Last column: Löwdin charge in e.
Geometry (Å):
Cl: 0.576 1.178 -7.585  0.55
Cl: 5.991 3.053 -5.875  0.55
Cl: 5.495 -3.393 -6.404  0.48
Cl: 2.810 3.484 -10.127  0.52
Cl: 6.532 4.910 -3.711  0.54
Cl: 3.973 5.418 4.944  0.51
Cl: -0.239 -1.609 -7.506  0.54
Cl: 5.056 0.437 -2.185  0.57
Cl: 3.546 1.003 -11.450  0.53
Cl: 7.737 0.590 -3.285  0.54
Cl: 3.655 -5.625 -6.156  0.53
Cl: -9.877 0.183 3.409  0.53
Cl: 3.346 3.320 6.854  0.52
Cl: -10.543 -2.643 3.334  0.56
Cl: -5.146 3.413 6.018  0.55
Cl: -5.087 1.468 8.167  0.53
Cl: 4.292 -4.551 -8.779  0.53
Cl: -9.653 -1.428 5.813  0.53
Cl: 4.774 -2.175 0.104  0.59
Cl: 5.702 -1.031 -4.607  0.49
Cl: 2.580 -0.918 -7.395  0.54
Cl: 4.993 1.873 -9.086  0.51
Cl: 2.084 5.926 7.093  0.52
Cl: -6.643 -1.647 0.862  0.55
Cl: -2.515 -4.389 4.358  0.53
Cl: -4.792 -3.580 5.963  0.50
Cl: -3.900 -6.345 6.004  0.53
Cl: 8.703 3.982 -5.403  0.54
Cl: -7.160 -4.506 0.875  0.54
Cl: -6.306 -3.153 3.307  0.52
Cl: 5.017 -4.539 -1.557  0.54
Cl: 7.119 -3.872 0.334  0.54
Cl: -7.187 1.347 6.174  0.51
F: -1.736 3.574 -2.123  0.18
F: 2.325 1.696 -2.317  0.09
F: -0.317 0.909 -2.671  0.16
F: -2.068 1.741 -1.065  0.18
F: 2.965 0.591 -0.047  0.09
F: 1.770 -0.478 -1.520  0.13
F: 0.396 2.922 -3.036  0.15
F: 1.773 2.889 -0.629  0.17
F: -0.811 3.296 -0.203  0.19
O: 0.522 -2.865 2.594  0.13
O: -0.921 0.814 1.817  -0.03
O: 1.115 1.867 1.720  0.08
O: 0.825 -3.557 0.473  0.11
O: -3.841 -0.685 2.785  -0.07
N: 1.234 -0.379 4.152  0.28
N: 0.372 3.523 3.374  0.22
N: -1.246 -1.319 -0.492  0.27
C: -3.884 1.671 3.371  -0.05
C: -10.544 -1.174 4.316  -1.54
C: -6.120 2.411 7.092  -1.54
C: 0.874 0.034 3.139  -0.12
C: -0.314 -0.847 0.000  -0.14
C: 0.753 2.735 2.612  -0.29
C: 1.767 -1.475 1.042  -0.06
C: -1.734 0.351 2.915  -0.08
C: 6.995 4.405 -5.335  -1.53
C: 2.725 4.719 5.978  -1.57
C: 4.899 -4.874 -7.156  -1.54
C: 0.422 0.595 1.848  -0.38
C: 3.432 1.848 -9.906  -1.58
C: -7.231 -3.017 1.816  -1.54
C: -3.198 0.576 2.546  -0.36
C: 0.071 2.040 -2.072  -0.32
C: 6.022 0.425 -3.660  -1.54
C: -1.163 2.677 -1.320  -0.54
C: 1.419 1.797 -1.304  -0.31
C: 5.389 -3.833 0.012  -1.53
C: 0.945 -0.430 -6.951  -1.53
C: -3.400 -4.660 5.857  -1.54
C: 1.709 0.438 -0.532  -0.35
C: 0.894 -0.261 0.612  -0.14
C: 0.958 -2.673 1.492  -0.50
H: -3.171 2.314 3.881  0.06
H: -11.570 -0.943 4.568  0.01
H: 4.889 -4.416 0.773  0.01
H: -0.049 -3.966 0.563  0.14
H: 6.824 5.231 -6.011  0.01
H: 0.894 -0.382 -5.872  0.01
H: 2.339 -1.826 0.195  0.06
H: 1.915 4.385 5.341  -0.03
H: -4.539 1.207 4.099  0.06
H: -6.730 3.063 7.701  0.01
H: -4.603 -0.735 2.200  0.01
H: -2.739 -4.433 6.682  0.01
H: -8.264 -2.828 2.071  -0.07
H: 2.508 -1.182 1.777  0.13
H: -3.293 0.787 1.484  0.14
H: 5.735 1.264 -4.279  -0.09
H: -1.611 -0.716 3.080  0.14
H: -1.502 0.912 3.814  0.13
H: 2.737 1.308 -9.279  -0.08
H: 5.727 -5.565 -7.237  0.01
H: -4.471 2.317 2.723  0.08

Properties
HOMO level: -10.638 eV
SMILES: C[C@H](O)CO[C@](C#N)(OC#N)[C@](C#N)(CC(=O)O)C(F)(F)C(F)(F)C(F)(F)C(F)(F)F.ClC(Cl)Cl.ClC(Cl)Cl.ClC(Cl)Cl.ClC(Cl)Cl.ClC(Cl)Cl.ClC(Cl)Cl.ClC(Cl)Cl.ClC(Cl)Cl.ClC(Cl)Cl.ClC(Cl)Cl.ClC(Cl)Cl
electronic energy: -17590.684933 hartree